[1]
{
  "formula": "C20H23ClN4O10P2RuS",
  "method": "ωB97M-V/def2-TZVPD",
  "s_squared": 8.802,
  "e_lumo_ev": [2.54, 1.62],
  "e_above_lowest_ev": 0.158,
  "molar_mass_g_mol": 709.96,
  "multiplicity": 6,
  "charge": -1,
  "elements": ["Ru", "N", "C", "C", "P", "O", "O", "O", "P", "O", "O", "O", "H", "H", "H", "H", "H", "H", "H", "H", "C", "N", "C", "C", "N", "C", "S", "C", "C", "C", "C", "C", "N", "H", "H", "H", "H", "H", "H", "H", "H", "H", "O", "C", "O", "C", "O", "O", "Cl", "C", "C", "C", "C", "C", "C", "C", "H", "H", "H", "H", "H", "H"],
  "coordinates": [[0.0976, -0.8178, -1.3254], [-0.6095, 1.5442, 1.6747], [0.6273, 1.1123, 2.4040], [0.9745, 2.1698, 3.4425], [1.9953, 0.7999, 1.2325], [2.4334, 2.2780, 0.7372], [3.0643, 0.1296, 2.0096], [1.4030, 0.1601, -0.0044], [0.0904, -0.4925, 3.1956], [1.3873, -0.8351, 4.0788], [-1.0623, -0.1048, 4.0634], [-0.1039, -1.4614, 2.0750], [-0.5755, 2.5095, 1.3311], [-1.3971, 1.4096, 2.3203], [-0.7744, 0.9912, 0.8080], [1.1394, 3.1421, 2.9706], [1.8892, 1.8836, 3.9577], [0.1754, 2.2418, 4.1826], [2.2872, 2.3546, -0.2195], [2.1689, -0.7896, 3.4911], [-2.4946, -3.4350, 1.9438], [-2.9133, -2.1471, 1.4182], [-3.5529, -1.1644, 2.1402], [-3.5849, -0.0614, 1.3693], [-2.9497, -0.3779, 0.1760], [-2.5149, -1.6590, 0.2290], [-1.6429, -2.5456, -0.9439], [-2.6939, 0.6102, -0.8428], [-3.7427, 1.2220, -1.4428], [-3.4113, 2.2152, -2.4280], [-2.1459, 2.6218, -2.5962], [-1.0687, 2.1366, -1.6743], [-1.3856, 0.8820, -1.0356], [-3.0410, -3.6155, 2.8665], [-1.4247, -3.3844, 2.1415], [-2.7178, -4.2156, 1.2203], [-3.8662, -1.3181, 3.1559], [-3.9875, 0.9202, 1.5405], [-4.7575, 0.9139, -1.2422], [-4.1954, 2.6141, -3.0605], [-1.8676, 3.3285, -3.3670], [0.1297, 3.4081, -0.8250], [1.2773, 2.4689, -2.0595], [0.2583, 1.9294, -2.4398], [-0.7969, 3.1490, -0.6725], [0.2285, 1.0029, -3.6668], [0.1742, 1.5344, -4.7588], [0.2582, -0.2511, -3.3952], [5.2445, 0.0424, -1.2573], [4.0037, -1.1673, -1.3156], [3.7463, -1.8860, -0.1644], [2.7327, -2.8283, -0.1507], [1.9870, -3.0652, -1.3106], [2.2503, -2.3564, -2.4640], [3.2587, -1.3527, -2.5110], [3.4332, -0.5735, -3.6538], [4.2911, -1.6519, 0.7383], [2.4958, -3.3479, 0.7674], [1.1974, -3.8057, -1.3030], [1.6642, -2.5231, -3.3598], [2.7873, -0.7418, -4.5038], [4.1269, 0.2504, -3.6876]],
  "forces_ev_per_angstrom": [[0.0, -0.1, 0.2], [0.0, 0.1, 0.1], [0.0, 0.0, 0.0], [0.0, 0.0, 0.0], [-0.1, 0.1, -0.1], [0.0, -0.1, 0.1], [0.0, 0.0, 0.0], [0.1, -0.1, -0.1], [0.0, 0.0, 0.0], [-0.1, 0.0, 0.0], [0.0, 0.0, 0.0], [-0.1, 0.0, 0.0], [0.0, -0.1, 0.0], [0.0, 0.0, 0.0], [0.0, 0.0, 0.0], [0.0, 0.0, 0.0], [0.0, 0.0, 0.0], [0.0, 0.0, 0.0], [0.0, 0.0, 0.0], [0.0, 0.0, 0.0], [0.0, 0.0, 0.0], [0.0, 0.0, 0.0], [0.1, 0.1, 0.0], [-0.1, -0.1, 0.0], [0.0, 0.0, 0.0], [0.0, 0.0, -0.1], [-0.1, 0.0, 0.0], [0.0, 0.1, 0.0], [0.0, 0.0, 0.0], [0.0, 0.0, 0.0], [0.0, 0.0, 0.0], [-0.1, 0.0, -0.1], [0.0, 0.0, 0.1], [0.0, 0.0, 0.0], [0.0, 0.0, 0.0], [0.0, 0.0, 0.0], [0.0, 0.0, 0.0], [0.0, 0.0, 0.0], [0.0, 0.0, 0.0], [0.0, 0.0, 0.0], [0.0, 0.0, 0.0], [0.0, 0.0, 0.0], [0.0, 0.1, -0.1], [0.1, -0.2, 0.1], [0.0, 0.0, 0.0], [-0.1, -0.1, 0.1], [0.1, 0.1, -0.1], [0.0, 0.2, -0.1], [0.0, 0.1, 0.0], [-0.1, -0.1, 0.0], [0.1, 0.0, 0.0], [0.0, -0.1, 0.1], [-0.1, 0.0, -0.1], [0.0, 0.0, 0.0], [0.2, 0.1, 0.2], [-0.1, 0.0, -0.1], [0.0, 0.0, 0.0], [0.0, 0.0, 0.0], [0.0, 0.0, 0.0], [0.0, 0.0, 0.0], [0.0, 0.0, 0.0], [0.1, 0.0, 0.0]],
  "lowdin_spin": [3.38, 0.00, 0.00, 0.00, 0.02, 0.01, 0.00, 0.12, 0.00, 0.00, 0.00, 0.01, 0.00, 0.00, 0.00, 0.00, 0.00, 0.00, 0.00, 0.00, 0.00, 0.01, 0.00, 0.00, 0.00, 0.02, 0.10, 0.01, 0.02, 0.00, 0.01, 0.01, 0.07, 0.00, 0.00, 0.00, 0.00, 0.00, 0.00, 0.00, 0.00, 0.00, 0.00, 0.00, 0.00, 0.01, 0.01, 0.13, 0.03, 0.14, -0.01, 0.16, 0.01, 0.12, 0.05, 0.49, 0.00, 0.01, 0.00, 0.01, 0.03, 0.03]
}

---

[2]
{
  "formula": "C29H33BrN6OP2S2Sc",
  "method": "ωB97M-V/def2-TZVPD",
  "e_lumo_ev": -3.59,
  "e_above_lowest_ev": 0.000,
  "molar_mass_g_mol": 732.57,
  "charge": 1,
  "elements": ["Sc", "C", "S", "C", "S", "N", "N", "C", "C", "C", "C", "C", "C", "N", "H", "H", "H", "H", "H", "H", "H", "H", "C", "P", "C", "C", "C", "P", "C", "C", "H", "H", "H", "H", "H", "H", "H", "H", "H", "H", "H", "H", "H", "H", "H", "H", "Br", "C", "C", "C", "C", "C", "C", "N", "N", "C", "C", "C", "C", "O", "C", "N", "C", "C", "C", "C", "H", "H", "H", "H", "H", "H", "H", "H", "H"],
  "coordinates": [[0.1850, -0.8609, 0.6332], [-2.0942, -6.1875, 0.2623], [-2.3938, -4.8767, 1.4782], [-1.6897, -3.4743, 0.7322], [-2.0365, -1.9802, 1.5017], [-0.9913, -3.6418, -0.3651], [-0.2923, -2.5595, -0.7703], [0.0938, -2.5123, -1.9925], [0.8930, -1.3725, -2.4184], [1.1429, -1.1348, -3.7660], [1.8381, 0.0046, -4.1310], [2.2683, 0.8722, -3.1378], [1.9995, 0.5516, -1.8181], [1.3299, -0.5394, -1.4519], [-2.1923, -7.1286, 0.7980], [-2.8452, -6.1237, -0.5205], [-1.0989, -6.0798, -0.1535], [-0.1976, -3.2780, -2.7066], [0.7788, -1.8348, -4.5061], [2.0422, 0.2163, -5.1718], [2.8059, 1.7769, -3.3822], [2.3343, 1.1970, -1.0139], [3.9009, -1.9850, 1.6611], [2.2291, -2.6077, 1.2381], [2.6052, -4.0874, 0.2298], [1.7330, -3.4224, 2.8199], [1.6596, -2.4156, 3.9689], [0.5317, -1.0069, 3.5079], [-0.8508, -1.3017, 4.6733], [1.3727, 0.4048, 4.3247], [4.4334, -2.7147, 2.2708], [3.8178, -1.0408, 2.1989], [4.4548, -1.8085, 0.7391], [3.3700, -4.6954, 0.7119], [2.9502, -3.7921, -0.7617], [1.6924, -4.6744, 0.1175], [2.4412, -4.2266, 3.0350], [0.7485, -3.8759, 2.6598], [2.6498, -2.0103, 4.1850], [1.2897, -2.9024, 4.8719], [-0.4876, -1.3076, 5.7011], [-1.3196, -2.2553, 4.4349], [-1.6021, -0.5195, 4.5585], [1.7910, 0.1038, 5.2845], [0.6415, 1.1975, 4.4841], [2.1587, 0.7908, 3.6761], [1.0529, 4.5575, -5.3489], [-0.2191, 4.8897, -3.9814], [0.1809, 4.8221, -2.6559], [-0.7568, 4.9921, -1.6548], [-2.0956, 5.2393, -1.9764], [-2.4576, 5.3908, -3.3133], [-1.5274, 5.1978, -4.3190], [-3.1005, 5.4742, -1.0058], [-3.1394, 4.8747, 0.0749], [-2.2722, 3.8179, 0.4036], [-1.5871, 3.8536, 1.5969], [-0.6422, 2.8762, 1.9273], [-0.4182, 1.7917, 1.1011], [0.5260, 0.8807, 1.2952], [-1.2788, 1.6356, -0.0279], [-1.2005, 0.4449, -0.6896], [-1.9516, 0.2709, -1.7540], [-2.8318, 1.2453, -2.2386], [-2.9459, 2.4348, -1.5703], [-2.1667, 2.6634, -0.4199], [1.2171, 4.6397, -2.4065], [-0.4405, 4.9721, -0.6224], [-3.4831, 5.6400, -3.5537], [-1.8108, 5.3034, -5.3567], [-1.7327, 4.7046, 2.2502], [-0.0473, 2.9801, 2.8254], [-1.8853, -0.6917, -2.2476], [-3.4287, 1.0324, -3.1136], [-3.6482, 3.1853, -1.9093]],
  "forces_ev_per_angstrom": [[-0.3, -1.4, 0.1], [-0.1, 0.2, 0.2], [-0.1, -0.1, 0.0], [0.1, 0.0, -0.5], [0.3, 0.2, 0.1], [-0.1, -0.8, 0.0], [-0.2, 0.3, -0.4], [-0.2, -0.2, 0.3], [0.2, 0.3, -0.2], [0.0, -0.1, 0.1], [0.1, 0.1, 0.1], [0.0, -0.1, -0.1], [0.1, 0.1, 0.2], [-0.1, -0.2, 0.0], [0.0, 0.0, 0.0], [0.1, 0.0, -0.1], [0.0, -0.1, 0.0], [0.0, -0.1, 0.0], [0.0, 0.0, 0.0], [0.0, 0.0, 0.0], [0.0, 0.0, 0.0], [-0.1, 0.0, 0.0], [-0.3, 0.1, -0.2], [0.3, -0.6, 0.4], [-0.2, 0.2, -0.1], [-0.1, 0.1, -0.1], [-0.1, 0.1, -0.3], [0.3, -0.4, 0.6], [0.0, 0.1, -0.2], [-0.1, -0.1, -0.3], [0.0, 0.0, 0.0], [0.1, 0.0, 0.0], [0.0, 0.0, 0.0], [0.0, 0.0, 0.0], [0.0, 0.0, 0.0], [0.0, 0.0, 0.0], [0.0, 0.0, 0.0], [0.0, 0.0, 0.0], [0.0, 0.0, 0.0], [0.1, 0.0, 0.1], [0.0, 0.0, 0.0], [0.0, 0.0, 0.0], [0.0, 0.0, 0.0], [0.0, 0.0, 0.0], [0.0, 0.0, 0.0], [0.0, 0.0, 0.0], [-0.1, 0.0, 0.1], [0.0, 0.0, -0.1], [0.0, 0.0, 0.0], [-0.1, 0.3, -0.1], [0.8, 0.0, -0.4], [-0.1, -0.1, 0.3], [0.1, 0.0, -0.1], [-0.4, 0.2, 0.1], [-0.5, 0.5, 0.3], [0.5, -0.6, 0.2], [-0.4, 0.3, -0.4], [0.4, -0.4, -0.1], [-0.3, 1.0, 0.0], [0.2, 1.4, 0.2], [-0.2, 0.3, -0.1], [0.0, 0.3, 0.0], [0.1, -0.2, 0.1], [0.0, 0.2, 0.0], [-0.1, -0.2, -0.1], [0.0, -0.3, 0.3], [0.0, 0.0, 0.0], [0.0, 0.0, 0.0], [0.0, 0.0, 0.0], [0.0, 0.0, 0.0], [0.0, 0.0, 0.0], [0.0, 0.0, 0.0], [0.0, 0.0, 0.0], [0.0, 0.0, 0.0], [0.0, -0.1, 0.0]],
  "lowdin_charge": [0.58, -0.37, 0.87, -1.14, 0.60, -0.07, -0.14, -0.07, -0.27, 0.01, -0.02, -0.03, -0.09, 0.04, 0.04, 0.04, 0.02, 0.14, 0.12, 0.12, 0.11, 0.12, -0.24, 0.83, -0.25, -0.41, -0.39, 0.83, -0.28, -0.25, 0.06, 0.04, 0.05, 0.05, 0.04, 0.04, 0.09, 0.08, 0.07, 0.09, 0.05, 0.03, 0.05, 0.05, 0.04, 0.04, 0.74, -0.68, -0.11, -0.02, -0.28, -0.02, -0.11, 0.09, 0.09, -0.25, -0.01, 0.02, -0.32, -0.25, -0.14, 0.04, -0.09, -0.01, 0.03, -0.09, 0.10, 0.12, 0.12, 0.11, 0.13, 0.12, 0.12, 0.12, 0.12]
}

---

Which formula does entry 2 have?
C29H33BrN6OP2S2Sc